The following is a DFT calculation (ωB97M-V/def2-TZVPD) of a 4-piece molecular cluster, C40H75Br2N8O8PS2 overall in a non-equilibrium geometry.

XYZ file:
```
136
Properties=species:S:1:pos:R:3:forces:R:3
C 5.1454 2.3707 -0.3746 -0.5 0.3 0.2
C 3.6219 1.7819 -0.4773 1.0 0.4 -0.2
C 2.5199 2.9451 -0.3549 0.0 -0.3 0.7
C 0.9904 2.3987 -0.4299 -0.2 0.1 -0.5
C 0.2219 2.8863 -1.7697 -0.5 2.0 -1.0
C 0.0772 4.4281 -2.0634 -1.4 -3.9 -2.8
P 0.7674 5.7775 -0.9076 0.1 -1.1 0.4
S 0.3047 5.5068 0.9667 0.0 0.1 -0.1
C -0.6951 4.8324 -3.4034 0.0 -2.8 -0.6
C -0.8900 6.4078 -3.6798 -0.7 -0.3 1.0
C -1.9717 6.9586 -2.5987 -0.6 -0.4 0.7
O -1.7409 8.3791 -2.2821 0.0 -1.2 0.2
C -3.4995 6.7852 -3.0667 -0.7 0.6 0.4
N -4.3180 6.1068 -1.9827 -0.1 0.6 -0.5
C -1.2227 3.7294 -4.3678 1.7 0.7 3.3
Br -2.1655 4.3075 -6.0263 0.9 -0.7 1.6
C -1.0741 2.1706 -4.0766 0.1 2.4 0.1
N -1.6149 1.2895 -5.0752 2.6 -2.7 5.4
C -1.4284 -0.0503 -4.6102 -0.5 0.4 -0.2
C -2.0041 -1.1991 -5.6027 1.6 0.7 -0.4
Br -4.0194 -1.1458 -5.6693 1.3 -0.1 0.3
C -1.3978 -1.0449 -7.1152 -1.5 -0.7 -0.2
C -2.1927 0.0131 -8.0220 0.7 0.2 -1.1
C -0.7653 -0.5139 -3.2774 0.8 2.3 0.1
C -0.6501 -2.0708 -2.8264 -0.2 1.5 0.3
C -1.9816 -2.4783 -1.9687 1.0 -1.7 1.1
S -3.1129 -1.0149 -1.7982 -0.9 -0.3 0.8
C -4.5306 -1.3965 -0.6891 -0.4 -1.4 1.6
N -4.6174 -1.9998 0.6054 -1.5 2.8 -5.4
N -5.9665 -1.9540 0.9021 -2.4 2.3 -4.3
C -6.6821 -1.3331 -0.1925 3.3 -1.5 2.3
O -5.7835 -0.9646 -1.2484 0.7 -2.1 4.4
N -0.2081 0.4201 -2.3525 -2.3 0.3 -4.4
C -0.3669 1.7887 -2.7549 -0.1 0.7 -0.1
H 5.8528 1.8957 -1.1460 -1.1 0.5 1.3
H 5.1541 3.5010 -0.5805 0.0 -1.6 0.3
H 5.5287 2.2098 0.6987 -0.4 0.3 -1.7
H 3.5226 1.0434 0.4015 -0.2 0.9 -1.6
H 3.5806 1.2497 -1.5054 -0.4 0.7 1.8
H 2.6119 3.4402 0.6888 0.1 -0.6 -1.8
H 2.7404 3.7140 -1.1750 -0.4 -1.1 1.2
H 1.0545 1.2622 -0.3396 -0.4 1.5 -0.6
H 0.3622 2.7530 0.4760 1.2 -0.3 -1.6
H 0.3571 7.0976 -1.2747 0.3 -0.8 -0.6
H 2.2067 5.7368 -1.1102 -1.1 0.2 -0.3
H -1.3241 6.6435 -4.7081 1.0 -0.5 1.3
H 0.1008 6.9660 -3.5019 -1.5 -0.9 -0.5
H -1.8751 6.4060 -1.5811 -0.1 0.5 -1.8
H -2.0884 8.5055 -1.3732 0.3 0.0 -0.9
H -3.9455 7.8518 -3.1605 1.1 -1.6 -0.5
H -3.6305 6.2024 -4.0422 0.4 0.8 1.4
H -5.2744 5.9194 -2.3512 1.0 0.2 0.4
H -4.4422 6.7949 -1.2136 0.0 -0.7 -0.7
H -1.7298 -2.2537 -5.2725 -0.5 1.7 -0.1
H -1.5719 -2.0832 -7.6039 0.4 1.7 0.8
H -0.2675 -0.8792 -7.1220 -1.6 0.0 0.3
H -3.2412 -0.3435 -8.3482 1.8 0.4 0.8
H -2.2741 1.0584 -7.5709 0.1 -1.6 -0.4
H -1.5782 0.1302 -9.0002 -1.0 -0.2 1.5
H -0.4472 -2.7707 -3.7039 -0.5 1.0 1.2
H 0.2622 -2.1251 -2.1178 -1.6 0.2 -1.2
H -2.5053 -3.4057 -2.3838 0.6 1.5 0.3
H -1.5796 -2.7810 -0.9258 -0.9 0.6 -1.7
H -7.8076 -1.1111 -0.2587 2.3 -0.4 0.0
C 5.3367 -2.5585 -2.3933 0.1 -0.1 -0.3
O 5.7066 -3.7976 -2.9790 -0.1 0.2 0.4
C 5.8244 -4.8625 -2.0345 0.0 -0.5 -0.3
C 4.6871 -5.8719 -2.2074 0.0 0.6 0.2
N 3.4059 -5.3101 -1.7782 0.1 -0.2 -0.1
C 2.2431 -6.1120 -2.1689 0.0 0.3 -0.1
C 1.9883 -6.3156 -3.6718 -0.4 -0.1 0.3
O 1.6035 -5.1308 -4.3621 0.3 -0.2 0.0
C 2.6870 -4.3019 -4.7599 -0.4 0.2 -0.1
H 5.4616 -1.7779 -3.1453 0.0 -0.1 0.0
H 4.2882 -2.5682 -2.0838 0.0 0.1 0.2
H 5.9750 -2.3194 -1.5379 -0.1 0.0 0.0
H 5.8836 -4.4949 -1.0029 -0.2 0.1 -0.1
H 6.7690 -5.3699 -2.2556 -0.1 0.0 0.0
H 4.9052 -6.7658 -1.6147 0.0 0.0 0.0
H 4.6617 -6.1586 -3.2636 0.2 -0.1 -0.1
H 3.3001 -4.3840 -2.1766 0.1 -0.1 0.1
H 1.3651 -5.6128 -1.7450 0.0 -0.1 -0.1
H 2.3126 -7.0912 -1.6827 0.1 0.0 -0.1
H 1.1355 -6.9962 -3.7617 0.0 0.1 0.0
H 2.8200 -6.8129 -4.1814 0.1 0.2 0.0
H 3.5822 -4.8752 -5.0126 0.0 0.0 0.1
H 2.9046 -3.5696 -3.9800 0.3 0.0 0.0
H 2.3760 -3.7424 -5.6465 0.0 -0.1 0.0
C 7.6764 0.9118 2.8834 -0.2 0.1 0.1
O 6.2963 0.5815 2.9251 0.4 -0.1 -0.3
C 5.9657 -0.5843 2.1693 -0.5 -0.2 0.3
C 5.5967 -1.7458 3.0948 0.5 0.3 0.0
N 6.7685 -2.2494 3.8123 -0.2 0.0 0.0
C 6.4454 -3.1665 4.9087 0.2 0.2 0.1
C 5.5984 -2.6198 6.0697 0.3 -0.4 0.2
O 6.2641 -1.6468 6.8678 -0.3 0.0 -0.3
C 6.2216 -0.3259 6.3483 0.2 0.0 0.4
H 7.7996 1.9057 3.3165 -0.1 -0.1 0.0
H 8.2663 0.2072 3.4752 0.2 0.0 -0.1
H 8.0464 0.9350 1.8545 0.0 -0.1 0.0
H 6.7629 -0.8636 1.4697 0.1 0.0 0.2
H 5.0834 -0.3271 1.5738 0.0 0.0 0.0
H 5.1625 -2.5562 2.5007 0.0 0.0 0.0
H 4.8323 -1.3814 3.7884 -0.2 0.1 -0.1
H 7.2842 -1.4658 4.1965 -0.1 -0.1 -0.1
H 7.4011 -3.5057 5.3222 -0.1 0.0 0.0
H 5.9520 -4.0517 4.4923 -0.1 0.1 0.0
H 5.3972 -3.4604 6.7418 0.1 0.1 0.0
H 4.6172 -2.2565 5.7466 0.1 0.2 -0.1
H 5.2956 -0.1187 5.8064 0.1 -0.1 -0.1
H 7.0898 -0.1435 5.7121 -0.1 0.2 -0.2
H 6.2898 0.3688 7.1897 0.0 -0.1 0.0
C -9.6079 0.8469 7.4876 0.3 0.0 0.1
O -8.4704 0.0112 7.6352 -0.5 0.0 -0.2
C -8.5528 -1.2021 6.8860 0.6 -0.2 0.0
C -7.5701 -1.1859 5.7130 -0.5 0.4 0.1
N -7.9876 -0.2375 4.6799 0.1 -0.1 0.1
C -6.9606 0.0296 3.6680 -0.1 0.1 0.2
C -5.6431 0.6650 4.1410 -0.1 0.1 -0.5
O -5.7743 2.0095 4.5934 0.1 -0.4 0.2
C -6.2036 2.1411 5.9402 0.1 0.4 -0.3
H -9.5443 1.6401 8.2341 0.1 -0.1 0.0
H -9.6277 1.3113 6.4983 -0.2 0.0 -0.1
H -10.5332 0.2883 7.6551 0.0 0.0 -0.1
H -9.5759 -1.4124 6.5516 0.1 0.2 0.0
H -8.2593 -2.0074 7.5674 0.0 0.0 0.0
H -7.5111 -2.1887 5.2783 0.0 0.0 0.0
H -6.5851 -0.9279 6.1149 0.1 -0.2 0.1
H -8.2367 0.6419 5.1183 0.0 -0.1 0.0
H -7.4147 0.7052 2.9350 0.1 0.0 0.0
H -6.7379 -0.9028 3.1389 0.1 0.0 0.1
H -4.9814 0.7133 3.2702 -0.1 0.0 0.0
H -5.1167 0.0526 4.8805 -0.1 0.0 0.2
H -5.8383 1.3315 6.5771 -0.1 -0.1 -0.1
H -7.2926 2.2045 5.9838 0.0 -0.1 0.2
H -5.8121 3.0858 6.3273 0.0 -0.1 -0.1
```
Forces are in eV/Å.

SMILES string = CCCCc1c([PH2]=S)c(C[C@@H](O)CN)c(Br)c2nc([C@@H](Br)CC)c(CCSc3nnco3)nc12.COCCNCCOC.COCCNCCOC.COCCNCCOC
HOMO energy = -8.35 eV
LUMO energy = -1.410 eV
Gap between HOMO and LUMO = 6.94 eV